Entry from the Open Molecules 2025 dataset: C45H42Br2F2IN7O3PS2Sr as an isolated structure at a distorted geometry (ωB97M-V with the def2-TZVPD basis set).

Geometry as XYZ:
```
106
Properties=species:S:1:pos:R:3:forces:R:3
Sr 2.326 0.945 0.558 2.81 -2.77 2.27
Br -1.291 0.459 1.945 0.00 0.22 0.34
C -0.830 0.828 3.794 -0.16 -0.03 0.04
Br 1.031 0.517 4.202 -0.17 0.12 -0.07
H -1.430 0.169 4.418 0.13 0.10 -0.12
H -1.028 1.882 3.989 0.03 -0.33 -0.05
F -2.533 -3.050 -2.698 0.23 0.83 -0.05
C -2.289 -1.712 -2.893 -0.03 -0.67 0.52
C -1.407 -1.067 -2.070 0.01 0.64 -0.24
C -1.081 0.289 -2.299 -0.88 -0.96 -0.51
C -0.044 0.900 -1.507 0.33 0.07 0.33
O 0.621 0.213 -0.694 -1.79 -0.15 -1.66
C 0.164 2.301 -1.762 0.41 -0.21 0.62
C -0.511 2.928 -2.749 -0.54 -0.47 -0.49
N -1.464 2.319 -3.530 0.61 0.49 0.74
C -2.133 3.057 -4.553 -0.29 0.17 -0.67
C -3.600 3.371 -4.403 -0.02 -0.02 -0.01
C -2.579 4.461 -4.291 0.05 0.03 0.01
C -1.755 0.988 -3.326 0.37 -0.27 0.45
C -2.681 0.319 -4.117 -0.31 -1.26 0.09
C -2.943 -1.052 -3.925 -0.07 0.99 -0.94
N -3.812 -1.685 -4.871 0.62 0.39 0.81
C -3.176 -2.031 -6.123 -0.03 0.04 -0.60
C -4.270 -2.223 -7.172 0.50 0.23 0.27
N -5.159 -3.318 -6.701 0.63 1.19 1.04
C -5.779 -2.952 -5.399 0.27 0.18 0.54
C -4.646 -2.759 -4.393 -0.58 -0.42 0.00
C 1.114 3.121 -0.886 -0.63 0.95 -1.02
O 1.619 4.123 -1.375 0.06 0.21 -0.26
O 1.234 2.701 0.290 -1.58 2.53 0.28
H -0.945 -1.567 -1.237 0.20 -0.19 0.06
H -0.303 3.965 -2.964 0.02 0.06 0.00
H -1.786 2.821 -5.558 -0.03 0.07 0.12
H -4.091 3.041 -3.500 0.06 -0.03 0.12
H -4.229 3.336 -5.283 0.09 -0.03 -0.04
H -2.383 4.875 -3.315 -0.03 0.00 0.13
H -2.499 5.175 -5.096 0.07 -0.03 -0.06
H -3.214 0.827 -4.903 -0.04 0.00 -0.07
H -2.565 -2.953 -6.057 -0.09 0.22 0.09
H -2.519 -1.213 -6.419 -0.01 -0.02 -0.10
H -3.856 -2.485 -8.146 -0.10 -0.20 -0.03
H -4.863 -1.312 -7.256 -0.01 -0.16 -0.08
H -4.570 -4.146 -6.538 0.06 -0.77 -0.28
H -5.868 -3.546 -7.404 -1.06 -0.51 -1.10
H -6.460 -3.743 -5.085 0.02 -0.15 -0.19
H -6.330 -2.021 -5.528 -0.02 -0.15 -0.08
H -4.110 -3.719 -4.278 -0.08 0.28 0.01
H -5.053 -2.487 -3.419 -0.09 -0.02 0.01
S 4.048 -1.040 1.788 0.06 -0.69 0.58
C 5.101 -0.808 0.435 0.17 -0.11 -0.01
S 4.732 0.359 -0.747 0.44 0.32 -0.87
C 6.245 -1.597 0.340 -0.85 0.62 0.06
C 6.557 -2.545 1.316 0.15 -0.78 0.81
N 6.819 -3.336 2.113 0.09 -0.06 0.05
C 7.138 -1.474 -0.728 0.73 0.16 -0.91
N 7.898 -1.393 -1.592 0.01 -0.03 0.00
I 6.905 5.350 1.901 -0.32 -0.35 0.02
C 5.632 3.709 2.117 0.63 0.56 0.06
C 6.002 2.452 2.546 -0.11 0.25 0.01
N 4.874 1.734 2.586 0.58 0.09 0.20
N 3.823 2.436 2.178 -0.82 -0.28 0.05
C 4.253 3.649 1.897 0.41 0.17 0.07
H 6.958 2.049 2.817 0.10 -0.09 0.00
H 4.767 0.709 2.672 -0.03 0.11 -0.07
H 3.587 4.410 1.538 -0.16 0.10 -0.12
F 0.135 8.512 6.122 0.05 -0.65 -0.37
C 0.184 7.343 5.407 0.05 0.30 0.22
C -1.005 6.699 5.091 -0.05 0.37 0.25
C -0.962 5.540 4.364 0.27 -0.28 -0.29
C 0.271 4.996 3.894 -0.10 0.83 0.77
C 0.297 3.881 3.091 0.02 -0.34 -0.58
C 1.463 5.675 4.288 -0.26 -0.34 -0.24
C 1.419 6.828 5.027 -0.12 0.38 0.24
H -1.946 7.120 5.418 0.01 0.04 0.05
H -1.881 5.021 4.121 -0.04 0.03 -0.05
H 1.217 3.487 2.695 0.11 -0.10 -0.02
H -0.629 3.482 2.705 -0.04 -0.12 -0.07
H 2.411 5.270 3.966 0.12 -0.03 0.00
H 2.324 7.344 5.312 0.03 0.06 0.01
C 1.628 -3.041 0.166 -0.11 0.04 0.08
P 1.046 -2.356 1.773 0.17 -0.55 0.00
C -0.585 -3.198 1.959 0.01 0.33 -0.08
C -1.375 -3.611 0.892 0.23 0.07 0.03
C -2.648 -4.111 1.101 -0.25 -0.06 -0.06
C -3.151 -4.219 2.384 -0.12 -0.06 -0.01
C -2.367 -3.833 3.462 -0.08 0.06 0.11
C -1.107 -3.306 3.249 0.04 -0.03 -0.01
C 1.956 -3.451 2.939 -0.05 0.24 0.00
C 1.901 -4.838 2.849 0.01 0.07 0.00
C 2.580 -5.621 3.764 0.00 -0.20 -0.04
C 3.328 -5.033 4.771 0.03 -0.03 0.07
C 3.382 -3.654 4.870 0.05 -0.02 0.17
C 2.693 -2.870 3.962 -0.09 -0.04 -0.01
H 1.199 -2.438 -0.635 0.00 -0.10 -0.15
H 1.369 -4.094 0.047 -0.02 0.02 -0.08
H 2.711 -2.929 0.130 -0.02 0.04 0.03
H -0.998 -3.558 -0.117 0.10 0.01 -0.17
H -3.247 -4.417 0.253 -0.02 -0.02 -0.03
H -4.151 -4.599 2.544 -0.02 -0.06 0.03
H -2.751 -3.944 4.469 0.02 0.05 0.03
H -0.497 -2.989 4.088 -0.02 -0.03 0.05
H 1.318 -5.309 2.068 -0.04 -0.02 -0.03
H 2.529 -6.700 3.690 0.02 -0.05 -0.02
H 3.869 -5.651 5.474 0.03 -0.02 0.03
H 3.962 -3.186 5.653 0.06 0.01 0.02
H 2.742 -1.795 4.039 0.01 0.04 0.01
```
Forces are in eV/Å.

Calculated values
highest occupied orbital energy (alpha / beta): -2.2866 / -4.6917 eV
net charge: -1
strongest force on any atom: 4.5 eV/Å
frontier orbital gap (alpha / beta): 3.1 / 5.5 eV
LUMO (alpha / beta): 0.8 / 0.8 eV

Results of the Mulliken charge analysis, in e, for atoms 1 through 8: number 1, Sr, carries 1.91; number 2, Br, carries -0.04; number 3, C, carries -0.82; number 4, Br, carries -0.06; number 5, H, carries 0.54; number 6, H, carries 0.50; number 7, F, carries -0.39; number 8, C, carries 0.33